# C22H23N3O4S

C22H23N3O4S in the gas phase (ωB97M-V/def2-TZVPD, OMol25).

## Properties
Energy above the lowest of the compared OMol25 structures with the same formula, charge and spin: 0.566 eV
HOMO level: -8.4 eV
Total energy: -46684.1547 eV
SMILES: COCCCn1c(SCC(=O)Nc2ccc(C(C)=O)cc2)nc2ccccc2c1=O

```
53
Properties=species:S:1:pos:R:3:nbo_charge:R:1
C 3.227 3.598 -4.059 -0.254
O 3.846 2.343 -3.909 -0.539
C 4.538 2.167 -2.696 -0.058
C 3.628 1.998 -1.474 -0.442
C 2.666 0.830 -1.688 -0.241
N 1.756 0.669 -0.571 -0.448
C 0.640 1.427 -0.443 0.338
S 0.182 2.466 -1.795 0.240
C -1.487 2.945 -1.258 -0.615
C -2.283 1.819 -0.602 0.723
O -3.034 2.049 0.311 -0.597
N -2.139 0.601 -1.218 -0.653
C -2.227 -0.617 -0.535 0.265
C -3.120 -0.808 0.515 -0.272
C -3.077 -1.973 1.253 -0.147
C -2.159 -2.977 0.952 -0.197
C -2.018 -4.225 1.740 0.578
C -2.836 -4.332 3.005 -0.717
O -1.270 -5.113 1.392 -0.543
C -1.308 -2.798 -0.141 -0.129
C -1.340 -1.637 -0.878 -0.288
N -0.174 1.404 0.547 -0.559
C 0.020 0.481 1.537 0.254
C -0.903 0.393 2.582 -0.228
C -0.753 -0.589 3.534 -0.180
C 0.310 -1.490 3.472 -0.233
C 1.237 -1.399 2.459 -0.137
C 1.104 -0.411 1.481 -0.225
C 2.078 -0.296 0.405 0.673
O 3.089 -0.954 0.293 -0.597
H 3.938 4.413 -3.876 0.166
H 2.883 3.645 -5.090 0.196
H 2.367 3.717 -3.391 0.166
H 5.127 1.258 -2.839 0.191
H 5.223 3.010 -2.523 0.170
H 3.062 2.915 -1.298 0.205
H 4.251 1.805 -0.599 0.226
H 2.090 0.991 -2.604 0.222
H 3.232 -0.101 -1.772 0.252
H -1.991 3.293 -2.162 0.254
H -1.411 3.766 -0.546 0.260
H -1.497 0.582 -2.004 0.397
H -3.817 -0.027 0.766 0.251
H -3.770 -2.090 2.071 0.215
H -2.631 -3.486 3.657 0.226
H -2.583 -5.257 3.517 0.239
H -3.896 -4.338 2.762 0.231
H -0.607 -3.584 -0.379 0.241
H -0.658 -1.501 -1.707 0.211
H -1.726 1.089 2.601 0.239
H -1.469 -0.665 4.339 0.215
H 0.407 -2.260 4.222 0.219
H 2.072 -2.080 2.390 0.237
```



# C36H58B2N2O28P2

A 8-piece molecular cluster, C36H58B2N2O28P2 overall (ωB97M-V/def2-TZVPD, OMol25).

## Properties
Energy above the lowest of the compared OMol25 structures with the same formula, charge and spin: 0.000 eV
HOMO level: -8.6 eV
Total energy: -118513.8227 eV
SMILES: CCOP(=O)(CC[C@@](C#N)(P(CC)CC)[C@@](C#N)(B(O)O)B(O)OC)OCC.O=C1OCCO1.O=C1OCCO1.O=C1OCCO1.O=C1OCCO1.O=C1OCCO1.O=C1OCCO1.O=C1OCCO1

```
128
Properties=species:S:1:pos:R:3:mulliken_charge:R:1
C 0.198 1.347 -7.743 -0.895
C 1.372 1.566 -6.647 -0.219
O 2.261 0.425 -6.487 -0.466
P 1.719 -0.599 -5.192 1.111
O 0.247 -0.949 -5.549 -0.745
C 1.678 0.365 -3.565 -0.725
C 2.717 -0.127 -2.443 -1.089
C 2.050 -0.979 -1.222 2.303
C 0.726 -1.800 -1.705 -0.608
N -0.248 -2.218 -2.303 -0.701
P 3.341 -2.317 -0.796 -0.650
C 3.305 -3.758 -2.044 0.090
C 2.182 -4.876 -1.752 -1.106
C 3.068 -3.121 0.885 -0.343
C 4.230 -4.251 1.123 -0.964
C 1.587 -0.049 0.011 0.652
C 0.909 1.346 -0.494 -0.671
N 0.331 2.335 -0.905 -0.787
B 0.401 -0.732 0.950 0.875
O -1.015 -0.599 0.654 -0.572
O 0.696 -1.466 2.177 -0.695
B 2.809 0.443 0.994 0.543
O 2.453 0.947 2.331 -0.413
O 4.204 0.480 0.645 -0.534
C 4.943 0.230 1.903 -0.600
O 2.773 -1.934 -5.195 -0.425
C 2.328 -2.978 -6.120 -0.446
C 1.206 -3.962 -5.512 -0.652
H -0.622 2.116 -7.488 0.263
H 0.641 1.591 -8.784 0.288
H -0.193 0.273 -7.793 0.238
H 0.913 1.963 -5.676 0.174
H 2.030 2.428 -7.065 0.342
H 1.993 1.453 -3.843 0.599
H 0.584 0.479 -3.194 0.382
H 3.564 -0.702 -2.973 0.606
H 3.205 0.789 -1.955 0.283
H 4.330 -4.301 -1.995 0.510
H 3.179 -3.423 -3.131 -0.102
H 2.433 -5.844 -2.348 0.348
H 1.175 -4.512 -2.200 0.263
H 2.086 -5.198 -0.659 0.237
H 3.125 -2.419 1.787 0.492
H 2.063 -3.696 0.982 0.292
H 3.806 -5.174 1.673 0.316
H 5.013 -3.741 1.812 0.252
H 4.789 -4.533 0.165 0.130
H -1.165 -0.415 -0.302 0.235
H 0.374 -2.393 2.101 0.318
H 2.350 1.934 2.258 0.291
H 5.032 1.188 2.545 0.263
H 6.014 -0.122 1.623 0.236
H 4.486 -0.650 2.501 0.216
H 1.888 -2.554 -7.107 0.340
H 3.241 -3.647 -6.370 0.345
H 1.411 -4.306 -4.435 -0.008
H 0.142 -3.511 -5.523 0.215
H 1.141 -4.911 -6.180 0.382
O -6.434 1.443 0.347 -0.592
C -5.321 1.708 0.717 0.628
O -4.507 2.618 0.113 -0.360
C -3.389 2.808 0.969 0.071
C -3.351 1.540 1.763 -0.098
O -4.714 1.138 1.793 -0.344
H -2.477 2.963 0.389 0.282
H -3.568 3.687 1.594 0.005
H -2.762 0.758 1.276 0.152
H -2.970 1.693 2.774 0.288
O 4.998 -6.924 1.694 -0.601
C 6.111 -6.661 2.066 0.744
O 6.926 -5.751 1.466 -0.226
C 8.044 -5.564 2.322 -0.363
C 8.080 -6.835 3.113 -0.362
O 6.717 -7.235 3.140 -0.323
H 8.955 -5.407 1.743 0.294
H 7.865 -4.685 2.950 0.288
H 8.669 -7.617 2.622 0.268
H 8.462 -6.687 4.124 0.300
O -3.057 4.272 4.220 -0.542
C -4.226 4.273 4.498 0.651
O -5.233 4.230 3.583 -0.288
C -6.441 4.018 4.302 -0.386
C -6.113 4.534 5.668 -0.029
O -4.713 4.320 5.768 -0.352
H -7.268 4.558 3.839 0.347
H -6.670 2.949 4.301 0.269
H -6.316 5.604 5.770 -0.055
H -6.645 3.995 6.454 0.335
O 7.504 -9.899 -3.242 -0.544
C 6.621 -9.759 -2.443 0.632
O 6.433 -8.637 -1.693 -0.283
C 5.173 -8.772 -1.050 0.328
C 4.964 -10.254 -1.022 -0.354
O 5.677 -10.701 -2.166 -0.320
H 5.199 -8.335 -0.050 -0.119
H 4.416 -8.253 -1.646 0.071
H 5.394 -10.721 -0.131 0.267
H 3.909 -10.527 -1.090 0.321
O -12.466 1.349 -2.167 -0.534
C -11.356 1.616 -1.798 0.588
O -10.542 2.525 -2.403 -0.332
C -9.423 2.717 -1.549 -0.289
C -9.384 1.449 -0.752 -0.108
O -10.747 1.047 -0.722 -0.323
H -8.512 2.872 -2.129 0.271
H -9.602 3.598 -0.925 0.266
H -8.795 0.667 -1.239 0.233
H -9.002 1.604 0.257 0.237
O 2.807 7.841 1.498 -0.538
C 1.891 7.102 1.270 0.592
O 1.475 6.755 0.020 -0.351
C 0.532 5.703 0.173 0.045
C 0.027 5.899 1.569 -0.192
O 1.131 6.501 2.228 -0.346
H -0.261 5.782 -0.573 0.324
H 1.046 4.746 0.044 -0.010
H -0.827 6.582 1.614 0.187
H -0.248 4.958 2.050 0.249
O -8.033 7.844 4.448 -0.524
C -7.264 8.534 5.065 0.658
O -5.907 8.402 5.027 -0.287
C -5.361 9.530 5.698 -0.287
C -6.477 9.963 6.598 -0.333
O -7.637 9.549 5.892 -0.320
H -4.462 9.254 6.252 0.298
H -5.102 10.291 4.956 0.258
H -6.454 9.457 7.567 0.262
H -6.486 11.042 6.761 0.294
```



# C35H51AsClN7O5S3SbSn

C35H51AsClN7O5S3SbSn as an isolated structure (ωB97M-V/def2-TZVPD, OMol25).

## Properties
Net charge: -2
Spin multiplicity: 2
Energy above the lowest of the compared OMol25 structures with the same formula, charge and spin: 0.638 eV
HOMO level (alpha / beta): -1.7 / -2.1 eV
Total energy: -176029.2186 eV

```
105
Properties=species:S:1:pos:R:3:mulliken_spin:R:1
Sn 1.561 -0.552 -0.259 -0.005
C 5.738 -0.307 0.184 0.000
N 4.728 -1.267 0.574 0.000
C 5.209 -2.615 0.337 0.007
C 4.351 -1.098 1.970 0.002
C 3.659 0.220 2.222 -0.004
C 4.173 1.068 3.201 0.001
C 3.585 2.297 3.462 0.001
C 2.475 2.683 2.727 0.000
C 1.958 1.829 1.759 0.006
C 2.517 0.577 1.485 0.002
H 6.657 -0.413 0.794 0.000
H 5.364 0.710 0.302 0.000
H 6.000 -0.468 -0.861 0.000
H 6.137 -2.816 0.905 0.000
H 5.396 -2.759 -0.727 -0.001
H 4.446 -3.327 0.645 -0.005
H 5.244 -1.180 2.620 0.000
H 3.679 -1.921 2.221 -0.003
H 5.055 0.762 3.757 0.000
H 4.000 2.952 4.221 0.000
H 2.013 3.649 2.902 0.000
H 1.093 2.157 1.190 0.000
S -0.280 -5.181 -1.778 0.291
Sb 1.707 -4.249 -1.130 0.372
S 1.507 -2.952 0.882 0.109
S 2.748 -2.934 -2.723 0.201
N -0.221 -1.431 -3.469 0.001
C -1.244 -1.165 -2.622 0.012
N -2.337 -0.520 -3.204 -0.001
O -1.227 -1.441 -1.431 -0.006
H -0.403 -1.469 -4.456 0.001
H 0.538 -2.026 -3.127 0.003
H -2.086 0.110 -3.952 0.000
H -2.876 -0.045 -2.497 0.000
C 5.122 0.978 -3.837 0.002
As 3.530 1.236 -2.701 -0.007
C 2.283 1.540 -4.179 0.002
C 3.838 3.128 -2.148 0.001
C 4.046 4.101 -3.252 0.001
C 5.316 4.381 -3.761 0.000
C 5.487 5.266 -4.816 0.000
C 4.388 5.891 -5.389 0.000
C 3.118 5.621 -4.892 0.000
C 2.948 4.738 -3.837 -0.001
H 5.184 1.729 -4.627 0.001
H 5.038 -0.015 -4.281 -0.001
H 6.034 1.010 -3.239 0.001
H 2.706 2.209 -4.930 0.002
H 1.361 1.955 -3.780 -0.001
H 2.073 0.567 -4.628 -0.001
H 4.684 3.102 -1.456 0.000
H 2.934 3.360 -1.587 0.000
H 6.178 3.894 -3.319 0.000
H 6.484 5.467 -5.192 0.000
H 4.519 6.581 -6.215 0.000
H 2.251 6.102 -5.329 0.000
H 1.955 4.528 -3.450 0.000
O -1.322 2.092 -1.406 0.000
N -0.298 2.713 -1.778 0.000
O -0.409 3.736 -2.481 0.000
O 0.833 2.364 -1.365 -0.002
C -6.031 0.626 4.048 0.000
C -6.249 -0.100 2.711 0.000
C -7.286 -1.205 2.966 0.000
C -6.834 0.901 1.711 0.000
C -4.899 -0.740 2.200 -0.001
O -4.484 -1.594 3.251 0.000
C -5.129 -1.555 0.918 0.002
C -3.960 -2.375 0.369 0.005
C -3.472 -3.484 1.267 -0.007
C -2.118 -3.590 1.557 0.029
C -1.637 -4.600 2.378 -0.004
C -2.530 -5.509 2.908 0.000
Cl -1.949 -6.786 3.961 0.000
C -3.883 -5.450 2.614 0.000
C -4.342 -4.437 1.790 -0.001
C -3.867 0.389 1.962 0.000
N -2.478 -0.030 1.856 0.000
C -1.609 0.218 0.873 0.001
N -0.405 -0.177 1.238 0.010
C -0.592 -0.697 2.473 0.008
N -1.829 -0.610 2.906 0.000
H -7.001 0.899 4.469 0.000
H -5.463 1.551 3.939 0.000
H -5.511 -0.016 4.757 0.000
H -8.109 -0.800 3.560 0.000
H -6.842 -2.036 3.514 0.000
H -7.715 -1.589 2.040 0.000
H -7.777 1.294 2.103 0.000
H -7.048 0.442 0.745 0.000
H -6.173 1.755 1.547 0.000
H -3.515 -1.617 3.311 0.000
H -5.460 -0.879 0.124 0.000
H -5.958 -2.237 1.105 0.000
H -3.106 -1.758 0.092 -0.002
H -4.306 -2.811 -0.575 0.001
H -1.407 -2.905 1.107 -0.011
H -0.576 -4.678 2.571 -0.002
H -4.559 -6.188 3.025 0.000
H -5.401 -4.389 1.559 0.000
H -3.916 1.107 2.777 0.000
H -4.088 0.914 1.034 0.000
H -1.833 0.727 -0.052 0.001
H 0.205 -1.130 3.054 -0.009
```



# C2F5NO

A 2-piece molecular cluster, C2F5NO overall (ωB97M-V/def2-TZVPD, OMol25).

## Properties
Energy above the lowest of the compared OMol25 structures with the same formula, charge and spin: 3.090 eV
HOMO level (alpha / beta): -11.0 / -8.0 eV
Total energy: -19192.8059 eV

```
9
Properties=species:S:1:pos:R:3:nbo_charge:R:1
C 0.503 0.040 -1.477 0.889
C -0.837 0.108 1.744 0.932
N 1.839 0.285 -1.164 -0.011
O 0.864 -0.228 -0.246 -0.321
F -0.251 1.066 -1.675 -0.294
F 0.211 -0.878 -2.331 -0.285
F -1.131 -0.948 1.122 -0.293
F -0.004 0.107 2.706 -0.294
F -1.773 1.043 1.815 -0.323
```



- Among the records above, which one has the lowest total energy?
  C35H51AsClN7O5S3SbSn



- The lowest total energy belongs to which entry?
  C35H51AsClN7O5S3SbSn